[1]
ORCA calculation (the ωB97M-V functional and the def2-TZVPD basis) on 2 unconnected molecules or ions with the total composition C3H7NOS2.

Its orbital gap (spin up / spin down) is 7.177 / 7.178 eV. The value obtained for the largest force on an atom is 2.8 eV/A.

```
! wB97M-V def2-TZVPD RIJCOSX def2/J DEFGRID3
* xyz 0 1
C -0.5060 0.7685 1.8187
C 0.1591 -0.7530 -2.4612
C 0.6773 -0.5066 -1.0064
N 0.3642 0.5235 2.8744
O -2.9143 1.3853 0.9410
S -2.1315 0.7507 1.9855
S 0.6844 1.2798 -0.5290
H 0.9813 -0.8437 -3.2428
H -0.5585 -1.6369 -2.4702
H -0.4667 0.0759 -2.7591
H 1.6736 -0.8724 -0.8397
H 0.0846 -0.9962 -0.3018
H 1.0331 1.1711 3.2257
H 0.9195 -0.3458 2.7649
*
```

Mulliken population analysis, charges in e, atoms 1 to 2: C 0.07; C -0.91


[2]
ORCA calculation (the ωB97M-V functional and the def2-TZVPD basis) on 2 unconnected molecules or ions with the total composition C4H10N6O4.

Its orbital gap (spin up / spin down) is 7.297 / 7.228 eV. The value obtained for the largest force on an atom is 3.7 eV/A.

```
! wB97M-V def2-TZVPD RIJCOSX def2/J DEFGRID3
* xyz 0 1
C -2.1917 -0.5398 0.7227
C 2.2288 -0.0363 0.2352
C -0.0111 0.2430 -0.2892
C -1.2386 -0.5166 -0.5382
N 1.1631 -0.3296 -0.4118
N 3.4476 -0.5355 -0.2044
N 2.2117 0.5000 1.4729
N -1.0814 -1.8659 -0.8395
N -0.0521 1.7379 -0.2811
N -1.9290 0.2709 -1.5999
O -2.8050 0.5693 0.9177
O -2.3267 -1.5580 1.3577
O 1.0350 2.2245 -0.1570
O -1.1090 2.3196 -0.3317
H -0.3015 0.4796 1.7898
H 3.4290 -1.1475 -1.0445
H 4.1419 0.1196 -0.3751
H 1.3683 0.7842 1.8949
H 2.8099 0.0845 2.2178
H -1.3071 -2.4676 -0.0504
H -0.1169 -2.0316 -1.1848
H -2.8812 0.5483 -1.3669
H -2.0014 -0.3068 -2.4153
H -2.4826 1.4541 0.4814
*
```

Mulliken population analysis, charges in e, atoms 1 to 2: C 0.13; C 0.50


[3]
ORCA calculation (the ωB97M-V functional and the def2-TZVPD basis) on a single C2H3ClFI molecule.

Its orbital gap is 9.969 eV. The value obtained for the largest force on an atom is 2.4 eV/A.

```
! wB97M-V def2-TZVPD RIJCOSX def2/J DEFGRID3
* xyz 0 1
C 0.1982 0.1269 -0.0192
C 1.5813 0.7359 -0.3436
F 1.6535 0.9819 -1.7028
Cl 1.5570 2.5667 0.3984
I 3.2600 -0.4522 0.0918
H 0.3148 -0.5094 0.8988
H -0.4967 1.0585 0.0495
H -0.1673 -0.6931 -0.7253
*
```

Mulliken population analysis, charges in e, atoms 1 to 2: C -1.04; C 0.34


[4]
ORCA calculation (the ωB97M-V functional and the def2-TZVPD basis) on a single C3H9N3 molecule.

Its orbital gap is 9.890 eV. The value obtained for the largest force on an atom is 2.6 eV/A.

```
! wB97M-V def2-TZVPD RIJCOSX def2/J DEFGRID3
* xyz 0 1
H 1.7100 1.6232 -1.3769
N 0.8923 1.6888 -0.7792
C 0.1983 0.6378 -0.8821
N 0.4814 -0.3432 -1.8609
N -0.6953 0.2013 0.1011
C 0.0078 -0.3289 1.2630
C -0.8532 -1.3750 2.0123
H 0.9603 0.0688 -2.6378
H 0.1284 -1.2559 -1.6598
H -1.3744 -0.4334 -0.2899
H 0.9515 -0.8225 0.9817
H 0.3463 0.4429 1.9478
H -1.7226 -1.5928 1.4024
H -0.2732 -2.2021 2.3885
H -1.3251 -0.8217 2.8296
*
```

Mulliken population analysis, charges in e, atoms 1 to 2: H 0.20; N -0.68


[5]
ORCA calculation (the ωB97M-V functional and the def2-TZVPD basis) on 11 unconnected molecules or ions with the total composition C12H44F6O10P.

Its orbital gap is 9.993 eV. The value obtained for the largest force on an atom is 3.1 eV/A.

```
! wB97M-V def2-TZVPD RIJCOSX def2/J DEFGRID3
* xyz -1 1
P -12.5025 -6.1609 9.4272
F -11.5220 -5.9612 8.1397
F -11.3400 -6.9538 10.2332
F -12.0386 -4.7857 10.0819
F -13.5514 -6.5601 10.5866
F -13.6960 -5.3954 8.6421
F -12.9479 -7.5537 8.6603
O -12.9104 -4.9403 12.9319
H -12.8040 -4.8406 11.9794
H -12.5999 -5.8342 13.1160
O -12.0920 -1.4067 11.5777
H -11.3850 -1.1956 12.1917
H -11.6577 -1.6035 10.7289
O -11.5127 -1.6905 8.7876
H -11.5120 -1.2939 7.9137
H -10.9489 -2.4894 8.6916
O -16.8662 -3.7290 9.6525
H -16.1014 -4.3081 9.5688
H -17.4479 -3.9863 8.9306
O -16.6483 -4.7191 12.3502
H -15.9499 -5.3494 12.5622
H -17.4533 -5.1085 12.7038
O -14.5604 -1.9087 10.2861
H -13.7108 -1.6753 10.6996
H -14.3204 -2.3149 9.4487
C -10.7756 -3.6113 6.0554
C -9.4808 -3.6442 6.8718
C -8.6424 -2.3822 6.7376
O -9.7335 -3.8718 8.2545
H -11.5999 -3.0476 6.4974
H -11.1766 -4.6043 5.8597
H -10.5773 -3.0920 5.1114
H -8.9138 -4.4999 6.4903
H -8.1124 -2.1434 7.6566
H -9.1729 -1.5281 6.3157
H -7.8563 -2.5761 5.9990
H -10.2280 -4.6883 8.4201
C -10.4257 -9.9894 9.3459
C -11.4170 -10.5551 10.3441
C -10.8183 -11.6969 11.1693
O -11.8276 -9.5481 11.2552
H -10.8298 -9.2303 8.6771
H -10.0064 -10.7840 8.7192
H -9.5631 -9.5565 9.8634
H -12.2300 -11.0482 9.7899
H -10.1243 -11.3040 11.9138
H -10.2753 -12.3772 10.5090
H -11.6119 -12.2523 11.6680
H -11.7710 -8.7021 10.7886
C -9.0376 -4.9254 13.4092
C -9.0086 -6.4420 13.2439
C -8.4502 -7.2354 14.3953
O -10.3150 -6.9144 12.8959
H -9.5195 -4.4680 12.5462
H -8.0295 -4.5282 13.5511
H -9.6410 -4.6492 14.2787
H -8.3875 -6.6114 12.3507
H -9.0554 -7.1013 15.2981
H -7.4430 -6.8998 14.6397
H -8.5115 -8.2987 14.1666
H -10.4299 -6.7126 11.9609
C -17.4352 -8.7938 9.7546
C -15.9272 -8.7994 9.5309
C -15.2475 -10.0323 10.0921
O -15.7132 -8.6844 8.1313
H -17.9780 -9.4860 9.1059
H -17.8740 -7.8180 9.5255
H -17.6686 -8.9646 10.8076
H -15.5911 -7.8970 10.0499
H -15.4797 -10.1185 11.1571
H -14.1702 -9.8991 9.9820
H -15.5299 -10.9794 9.6292
H -14.7886 -8.4587 7.9743
*
```

Mulliken population analysis, charges in e, atoms 1 to 2: P 1.69; F -0.48


[6]
ORCA calculation (the ωB97M-V functional and the def2-TZVPD basis) on 2 unconnected molecules or ions with the total composition C9H14O.

The expectation value of S² is 0.762. Its orbital gap (spin up / spin down) is 3.388 / 7.235 eV. The value obtained for the largest force on an atom is 2.3 eV/A.

```
! wB97M-V def2-TZVPD RIJCOSX def2/J DEFGRID3
* xyz -1 2
C -0.1128 -2.6590 0.1010
C -1.4544 -0.5680 0.6009
C -0.5545 -1.2536 -0.2176
C -1.8740 0.7823 0.2329
C -0.0131 -0.5545 -1.2844
C -1.0750 1.4817 -0.6200
C -0.1057 0.8786 -1.4731
O -1.3601 2.8364 -0.8639
H -2.0065 -1.0003 1.4227
H -2.7550 1.2013 0.6416
H -0.2002 -3.2916 -0.7874
H 0.9604 -2.7051 0.3240
H 0.7583 -1.0274 -1.8960
H 0.2123 1.2899 -2.4142
H -0.9733 3.0612 -1.7214
H -0.6562 -3.0106 0.9718
C 2.9113 -0.9554 1.5439
C 2.2027 0.3654 1.2808
H 3.4359 -1.3175 0.6617
H 3.7385 -0.8021 2.2608
H 2.3415 -1.6833 2.0942
H 2.4013 1.0981 2.0704
H 1.1225 0.3829 1.1371
H 2.5859 0.8052 0.3932
*
```

Mulliken population analysis, charges in e, atoms 1 to 2: C -1.34; C -0.48


[7]
ORCA calculation (the ωB97M-V functional and the def2-TZVPD basis) on 10 unconnected molecules or ions with the total composition C15H34B3ClF3N9O22.

Its orbital gap is 9.280 eV. The value obtained for the largest force on an atom is 0.8 eV/A.

```
! wB97M-V def2-TZVPD RIJCOSX def2/J DEFGRID3
* xyz 0 1
C -3.1861 0.0876 1.8892
C -2.1968 0.7582 1.9417
C -1.0645 1.6600 1.8545
B 0.3219 0.9302 1.9624
O 1.4542 1.6686 2.2563
B 2.6188 0.9583 2.0750
Cl 3.9352 1.6702 1.1711
O 2.6659 -0.3346 2.5217
B 1.6189 -1.0780 1.9649
C 1.9059 -2.5800 1.6021
C 1.2374 -3.0711 0.3220
O -0.1505 -2.8196 0.2621
C 1.9444 -2.5333 -0.9047
F 3.2344 -2.9095 -0.9366
F 1.9037 -1.1839 -0.9699
F 1.3579 -3.0036 -2.0281
O 0.4242 -0.4323 1.7351
H -4.0805 -0.4829 1.8873
H -1.1460 2.3780 2.6714
H -1.1008 2.2302 0.9270
H 2.9855 -2.6510 1.4676
H 1.6617 -3.2319 2.4341
H 1.3373 -4.1551 0.2560
H -0.3106 -1.9364 -0.0918
C 7.2677 0.5069 -0.7324
N 7.2428 1.9589 -1.0592
O 6.5490 2.6832 -0.3765
O 7.9113 2.3298 -2.0027
H 6.6200 0.3416 0.1203
H 6.9167 -0.0265 -1.6104
H 8.2980 0.2443 -0.5135
C -4.0872 4.7628 -0.6480
N -3.8488 3.7110 0.3803
O -4.2952 2.6023 0.1944
O -3.2047 4.0446 1.3621
H -4.6666 4.3259 -1.4519
H -4.6183 5.5731 -0.1610
H -3.1169 5.1011 -0.9908
C -0.0214 -6.1210 -1.9259
N 0.3258 -7.1854 -0.9466
O -0.1075 -8.3027 -1.1368
O 1.0356 -6.8604 -0.0170
H -0.6483 -6.5505 -2.6975
H -0.5376 -5.3363 -1.3787
H 0.9121 -5.7469 -2.3352
C -4.5892 -2.2868 -1.4034
N -5.1599 -1.9379 -0.0746
O -5.6257 -0.8275 0.0705
O -5.1040 -2.7912 0.7862
H -4.7029 -1.4303 -2.0565
H -3.5440 -2.5348 -1.2444
H -5.1342 -3.1499 -1.7727
C -2.9258 6.0027 4.1820
N -3.6035 7.3287 4.2164
O -4.2279 7.6735 3.2349
O -3.4839 7.9798 5.2336
H -3.1188 5.5415 3.2205
H -1.8654 6.1797 4.3329
H -3.3340 5.4119 4.9960
C 5.4044 3.8463 -3.2768
N 3.9746 3.9519 -2.8759
O 3.2724 2.9699 -3.0127
O 3.6048 5.0186 -2.4341
H 5.5797 2.8450 -3.6499
H 5.5822 4.5922 -4.0453
H 6.0039 4.0532 -2.3969
C 2.6340 -10.2035 -2.5647
N 2.5849 -9.8134 -4.0004
O 2.7163 -8.6368 -4.2719
O 2.4118 -10.7026 -4.8055
H 2.7909 -9.3083 -1.9758
H 1.6847 -10.6709 -2.3231
H 3.4515 -10.9071 -2.4435
C -4.5950 8.2810 -4.0466
N -4.4687 7.0986 -3.1493
O -4.9769 6.0561 -3.5022
O -3.8591 7.2621 -2.1131
H -5.1589 7.9841 -4.9221
H -5.1046 9.0574 -3.4848
H -3.5892 8.5970 -4.3046
C -0.5437 -1.5779 5.7657
N -0.8635 -2.7037 4.8450
O -0.2349 -2.7847 3.8080
O -1.7404 -3.4606 5.1931
H 0.2515 -0.9894 5.3238
H -1.4519 -0.9955 5.8861
H -0.2400 -2.0124 6.7129
*
```

Mulliken population analysis, charges in e, atoms 1 to 2: C 0.18; C -0.72


[8]
ORCA calculation (the ωB97M-V functional and the def2-TZVPD basis) on 6 unconnected molecules or ions with the total composition C50H86FN3O9S.

Its orbital gap is 5.805 eV. The value obtained for the largest force on an atom is 4.7 eV/A.

```
! wB97M-V def2-TZVPD RIJCOSX def2/J DEFGRID3
* xyz 0 1
C 1.3519 5.8671 4.5685
C 1.8861 4.9322 3.6102
C 1.1367 4.5091 2.3088
C -0.1377 3.6098 2.6032
N -0.5036 3.4919 3.9052
C -1.6330 2.6804 3.9690
C -2.1814 2.3833 5.3506
S -1.3647 3.0089 6.8743
O -1.6157 2.0308 7.9400
O 0.0722 3.1546 6.7073
F -2.0358 4.4158 7.3723
C -3.3640 1.5728 5.5916
C -4.0855 0.9707 4.4084
C -5.3191 0.0712 4.7676
C -4.7142 -1.3384 5.2011
O -4.4687 -2.1072 4.3009
O -4.4503 -1.6511 6.5396
C -3.5930 1.2159 3.0639
C -4.2917 0.5712 1.8257
C -5.7621 1.0838 1.5616
C -6.5434 0.1467 0.5202
C -5.9585 0.2830 -0.9325
C -4.9796 -0.8430 -1.4483
C -4.7182 -2.0966 -0.5333
C -3.1586 -2.4552 -0.6809
C -2.6550 -3.4511 0.4524
C -1.1789 -3.1738 0.9499
C -0.2184 -2.5465 -0.1326
C 1.3180 -2.7750 0.1256
C 2.1524 -1.6408 -0.6211
C 2.6908 -0.5355 0.3705
C 3.3288 0.7156 -0.3741
C 4.4807 1.4197 0.4464
C -2.3605 2.0746 2.8473
N -1.9301 2.2352 1.5324
C -0.8070 2.9858 1.4093
C -0.2429 3.1888 -0.0540
N -0.5340 2.0661 -0.9575
C -1.4150 2.4243 -2.0926
H 1.4966 6.9784 4.4756
H 0.7769 5.3920 5.4191
H 2.9052 4.4997 3.8279
H 1.8614 3.8710 1.7174
H 0.8957 5.4073 1.6734
H -3.7182 1.3912 6.6399
H -5.9918 -0.1490 3.9066
H -5.8441 0.5069 5.6589
H -3.4749 -1.6654 6.6408
H -4.3587 -0.5377 2.0552
H -3.7220 0.6823 0.8659
H -6.4018 1.1660 2.4846
H -5.7921 2.1129 1.0874
H -6.6709 -0.9019 0.8971
H -7.5896 0.5851 0.4925
H -5.4371 1.2816 -1.0614
H -6.8378 0.3336 -1.6453
H -5.3885 -1.2292 -2.4318
H -3.9860 -0.3706 -1.7215
H -5.2542 -2.9928 -0.9675
H -4.8805 -1.9721 0.5637
H -2.9472 -2.8649 -1.7033
H -2.6321 -1.4669 -0.5008
H -3.3322 -3.4381 1.3563
H -2.6592 -4.4987 0.0225
H -0.7288 -4.1691 1.2533
H -1.1841 -2.5113 1.8676
H -0.3836 -1.4225 -0.0908
H -0.5098 -2.8464 -1.1796
H 1.6098 -3.7366 -0.3853
H 1.5675 -2.7853 1.2181
H 1.5586 -1.1646 -1.4624
H 3.0795 -2.0775 -1.1358
H 3.5303 -1.0029 0.9614
H 1.8390 -0.1708 1.0058
H 2.5457 1.4960 -0.6010
H 3.7117 0.3781 -1.3859
H 5.3486 1.6028 -0.2587
H 4.1643 2.4213 0.8660
H 4.8928 0.8195 1.2995
H -0.6365 4.1790 -0.4132
H 0.8844 3.2633 0.0212
H -0.8454 1.2311 -0.4647
H -1.3417 3.5196 -2.3392
H -1.0458 1.8790 -3.0148
H -2.4802 2.1101 -1.8832
C 5.1162 -4.5184 -4.2225
C 4.6639 -5.4769 -3.1386
C 5.0739 -4.7400 -1.8770
O 4.9943 -3.3381 -2.1706
C 4.8348 -3.1698 -3.5854
H 4.6009 -4.6555 -5.1737
H 6.1904 -4.6336 -4.3957
H 3.5756 -5.5863 -3.1706
H 5.1084 -6.4698 -3.2155
H 6.1100 -4.9675 -1.6024
H 4.4287 -4.9731 -1.0262
H 3.8032 -2.8509 -3.7715
H 5.5099 -2.3885 -3.9398
C 4.2025 -7.2316 2.1619
C 4.2186 -6.0392 3.0982
C 3.7496 -4.9188 2.1878
O 2.8723 -5.5111 1.2204
C 2.9869 -6.9377 1.3013
H 4.1391 -8.1922 2.6741
H 5.1065 -7.2318 1.5451
H 3.4964 -6.1920 3.9057
H 5.1936 -5.8442 3.5458
H 4.5889 -4.4665 1.6481
H 3.2201 -4.1322 2.7290
H 2.0712 -7.3226 1.7631
H 3.0723 -7.3564 0.2963
C 4.9748 5.4616 -1.9417
C 5.8150 5.9495 -0.7762
C 4.7764 6.0919 0.3235
O 3.7664 5.1065 0.0666
C 3.9674 4.5674 -1.2457
H 5.5476 4.9416 -2.7094
H 4.4633 6.3067 -2.4113
H 6.5472 5.1843 -0.5010
H 6.3514 6.8771 -0.9784
H 4.2995 7.0777 0.2960
H 5.1955 5.9364 1.3196
H 4.3523 3.5499 -1.1321
H 3.0125 4.5212 -1.7742
C 2.5272 8.0994 -5.9731
C 3.4368 7.7847 -7.1442
C 4.6252 7.1402 -6.4539
O 4.1194 6.4853 -5.2828
C 2.7686 6.9109 -5.0604
H 1.4791 8.2176 -6.2496
H 2.8577 9.0203 -5.4833
H 2.9519 7.0615 -7.8067
H 3.7104 8.6586 -7.7360
H 5.3531 7.8921 -6.1307
H 5.1351 6.4129 -7.0884
H 2.1073 6.0751 -5.3138
H 2.6303 7.1564 -4.0053
C -7.8056 -6.5862 -1.6225
C -6.4649 -6.9248 -1.0013
C -5.4950 -6.3147 -1.9964
O -6.1528 -5.1788 -2.5741
C -7.5398 -5.2132 -2.2121
H -8.6331 -6.5914 -0.9124
H -8.0356 -7.2980 -2.4210
H -6.3687 -6.4266 -0.0319
H -6.3062 -7.9933 -0.8523
H -5.2620 -7.0153 -2.8054
H -4.5596 -5.9979 -1.5303
H -7.7136 -4.4236 -1.4724
H -8.1531 -5.0072 -3.0913
*
```

Mulliken population analysis, charges in e, atoms 1 to 2: C -0.75; C -0.43